# C6H9N

The molecule C6H9N (ωB97M-V/def2-TZVPD, OMol25).

Last column: Mulliken charge in e.
CARTESIAN COORDINATES (ANGSTROEM)
C  2.65  -0.23  -0.12  -0.9969
C  1.13  -0.16  -0.16  0.3340
C  -0.02  -0.86  -0.56  -0.8513
C  -1.16  -0.11  -0.11  0.8704
C  -2.65  -0.39  -0.14  -1.1915
C  -0.68  1.01  0.52  -0.7150
N  0.68  0.96  0.48  -0.0284
H  2.98  0.52  0.60  0.2789
H  3.07  -1.18  0.23  0.2933
H  3.16  0.04  -1.05  0.2257
H  -0.11  -1.75  -1.17  0.3457
H  -3.19  0.55  -0.32  0.3130
H  -3.00  -0.77  0.83  0.2400
H  -2.96  -1.10  -0.91  0.3179
H  -1.19  1.85  0.96  0.3777
H  1.29  1.61  0.92  0.1865

Computed properties:
**Relative energy (zero: lowest compared OMol25 entry of this formula, charge and spin)**: 10.21 kcal per mole
**Gap between HOMO and LUMO**: 8.836 eV
**LUMO level**: 1.0 eV